A structure of composition C36H40IN8O3PS2Zr. Source: OMol25; level of theory: wB97M-V/def2-TZVPD.

Cartesian coordinates (Å):
Zr: 0.290 0.370 0.775
C: 5.041 1.474 4.650
C: 3.946 0.464 4.933
O: 3.585 -0.208 3.717
P: 2.042 -0.407 3.301
S: 2.176 -1.422 1.583
S: 1.034 1.303 3.409
O: 1.420 -1.362 4.438
C: 2.034 -2.632 4.706
C: 1.059 -3.753 4.401
H: 5.402 1.883 5.589
H: 4.665 2.289 4.038
H: 5.868 0.996 4.132
H: 3.059 0.953 5.351
H: 4.297 -0.301 5.631
H: 2.306 -2.625 5.765
H: 2.942 -2.735 4.103
H: 0.172 -3.649 5.019
H: 1.530 -4.710 4.608
H: 0.766 -3.719 3.354
C: 0.508 3.870 0.323
N: -0.167 2.649 0.763
C: -1.280 2.835 1.411
C: -1.992 1.775 1.997
C: -3.151 1.787 2.794
C: -3.326 0.493 3.252
C: -2.273 -0.261 2.732
N: -1.476 0.491 1.960
C: -0.166 4.538 -0.854
C: -0.619 5.848 -0.757
C: -1.164 6.488 -1.857
C: -1.268 5.824 -3.065
C: -0.837 4.511 -3.163
C: -0.288 3.869 -2.067
H: 1.533 3.620 0.031
H: 0.560 4.580 1.160
H: -1.667 3.846 1.570
H: -3.769 2.638 3.006
H: -4.106 0.132 3.893
H: -2.070 -1.309 2.902
H: -0.524 6.383 0.176
H: -1.492 7.512 -1.770
H: -1.674 6.327 -3.928
H: -0.903 3.997 -4.112
H: 0.071 2.850 -2.148
N: -1.214 0.809 -0.981
C: -1.742 0.753 -2.015
N: -2.250 0.664 -3.187
C: -1.471 0.137 -4.304
C: -1.609 1.100 -5.487
O: -2.961 1.303 -5.818
C: -3.680 1.862 -4.748
C: -3.639 0.959 -3.508
H: -1.873 -0.842 -4.585
H: -0.428 0.021 -4.010
H: -1.137 0.674 -6.373
H: -1.129 2.060 -5.245
H: -4.708 1.963 -5.096
H: -3.281 2.856 -4.498
H: -4.157 0.017 -3.727
H: -4.121 1.456 -2.666
I: 1.292 -1.146 -1.797
C: 2.112 1.329 -0.716
C: 3.010 1.879 -1.619
C: 4.158 2.463 -1.104
C: 4.364 2.469 0.272
C: 3.423 1.881 1.093
N: 2.324 1.313 0.584
H: 2.836 1.823 -2.682
H: 4.883 2.890 -1.781
H: 5.248 2.913 0.700
H: 3.532 1.851 2.170
N: -0.002 -9.854 -2.793
C: -0.203 -8.839 -2.303
C: -0.455 -7.570 -1.724
C: 0.489 -6.552 -1.858
C: 0.228 -5.299 -1.342
C: -0.979 -5.071 -0.685
C: -1.918 -6.084 -0.535
C: -1.656 -7.338 -1.052
N: -1.249 -3.775 -0.202
C: -2.398 -3.060 -0.386
C: -2.152 -1.813 0.104
N: -0.872 -1.754 0.596
C: -0.368 -2.958 0.398
H: 1.412 -6.746 -2.382
H: 0.931 -4.491 -1.478
H: -2.844 -5.891 -0.014
H: -2.375 -8.135 -0.949
H: -3.265 -3.476 -0.858
H: -2.823 -0.974 0.157
H: 0.621 -3.274 0.681

Output
E: -96384.326 eV
E_HOMO (alpha / beta): -10.3734 / -10.4130 eV
M: 946.0 Da
2S+1: 2
relative energy (zero: lowest compared OMol25 entry of this formula, charge and spin): 19.4 kcal per mole
total charge: +1

Atomic partial charges in e from the Löwdin method, atoms 1 to 8:
1. Zr 1.2833
2. C -0.0609
3. C -0.2840
4. O -0.3596
5. P -0.0620
6. S 0.3667
7. S 0.4577
8. O -0.3370